C4H9NO3 | ωB97M-V/def2-TZVPD

CARTESIAN COORDINATES (ANGSTROEM)
1 N 1.031466 -0.445164 1.319685
2 C 0.975290 -0.060079 -0.092804
3 C 0.891729 1.440722 -0.316433
4 O -0.246272 2.148518 0.158971
5 C 0.001725 -0.954116 -0.887473
6 C -1.365759 -1.175315 -0.259278
7 O -1.964100 -2.216907 -0.335387
8 O -1.874482 -0.148464 0.453687
9 H 1.157390 0.380127 1.887835
10 H 0.227547 -0.969497 1.630039
11 H 1.990232 -0.255935 -0.457115
12 H 1.706276 1.900179 0.249593
13 H 1.031484 1.648971 -1.387308
14 H -1.061809 1.681658 -0.039319
15 H -0.292864 -0.564201 -1.868134
16 H 0.485638 -1.915640 -0.896663
17 H -2.693492 -0.494857 0.840105

Force components x, y, z for each atom (eV/Å):
0.1 -0.1 -0.2
0.2 0.3 0.1
-0.5 0.6 0.1
0.1 0.0 0.1
-0.6 0.9 1.0
0.3 -0.9 0.4
0.0 0.1 -0.1
0.0 0.2 -0.2
-0.2 -0.1 0.2
-0.1 0.3 0.1
-0.1 -0.3 -0.5
0.2 -0.1 -0.3
0.1 -0.1 0.1
0.0 -0.2 0.0
0.8 -0.1 -0.2
-0.2 -0.5 -0.6
-0.1 0.1 0.0

Strongest force on any atom in eV/A: 1.42
Total charge: 0
SMILES string: N[C@H](CO)CC(=O)O
Energy relative to the best compared isomer or geometry (same formula, charge and spin) in eV: 1.103
Kohn-Sham gap in Eh: 0.3645
E_HOMO in hartree: -0.34461